Computed, not measured: the molecule C3H5O3 at a distorted geometry, with ωB97M-V/def2-TZVPD.

Bonds (Å) are listed after each position.
CARTESIAN COORDINATES (ANGSTROEM)
1 O -0.836 -1.038 1.897  C10 1.256
2 H 1.652 -0.162 -0.213  C6 1.115
3 H 0.144 1.740 -0.512  C11 1.125
4 O 0.995 0.382 2.269  C10 1.268
5 H -0.833 -0.825 -1.847  O7 1.032
6 C 0.569 -0.276 0.030  H2 1.115, H9 1.028, C10 1.656, C11 1.462
7 O -0.522 0.137 -2.052  H5 1.032, C11 1.537
8 H -1.281 0.773 -0.162  C11 1.116
9 H 0.269 -1.166 -0.388  C6 1.028
10 C 0.121 -0.272 1.624  O1 1.256, O4 1.268, C6 1.656
11 C -0.278 0.706 -0.646  H3 1.125, C6 1.462, O7 1.537, H8 1.116

Output
* HOMO-LUMO gap (alpha / beta): 11.61 / 7.27 eV
* HOMO level (alpha / beta): -10.9 / -10.9 eV
* spin multiplicity: 2
* ΔE to the lowest compared entry with this formula, charge and spin: 1.064 eV

These are the Löwdin partial charges, in e, on atoms 1 to 8: 0.0771, 0.1442, 0.1427, 0.2022, 0.1249, -0.0746, -0.1075, 0.1289